{"formula": "C17H50N6O8", "method": "ωB97M-V/def2-TZVPD", "smiles": "NC(N)=O.NC(N)=O.NC(N)=O.CC(C)O.CC(C)O.CC(C)O.CC(C)O.CCO", "total_charge": 0, "multiplicity": 1, "total_energy_ev": -43759.2291, "relative_energy_kcal_mol": 98.3, "e_homo_ev": -9.01, "species": ["H", "O", "H", "C", "H", "H", "H", "H", "H", "C", "H", "H", "N", "H", "H", "H", "N", "C", "C", "H", "C", "H", "H", "H", "H", "N", "H", "H", "H", "C", "C", "O", "C", "H", "H", "H", "H", "C", "H", "C", "C", "H", "O", "C", "N", "H", "O", "O", "H", "H", "N", "H", "H", "H", "H", "N", "H", "H", "H", "O", "H", "H", "O", "C", "C", "H", "O", "H", "C", "H", "H", "C", "H", "H", "H", "C", "H", "H", "H", "H", "H"], "coordinates": [[4.583, -1.936, -1.912], [1.057, 6.452, 0.221], [-0.389, 1.518, -2.337], [0.443, 1.012, 0.319], [3.743, 1.460, -0.109], [-1.387, -6.958, -2.511], [-0.226, -1.045, 1.080], [-3.889, 4.810, -0.535], [1.036, 3.647, 4.042], [4.275, -1.019, -1.411], [3.671, 5.165, -1.080], [-1.156, -4.362, 1.851], [-3.626, 3.843, -0.415], [-0.235, -5.548, -0.103], [1.004, -4.540, -0.585], [1.152, -5.978, -1.290], [1.063, 2.640, 3.971], [5.182, 0.212, -1.183], [-3.031, -3.375, 1.405], [-5.009, 1.199, 0.334], [-1.518, -3.364, 1.602], [5.130, 2.434, -0.548], [0.974, 7.113, 0.913], [-0.093, -0.180, -2.023], [1.067, 0.155, 3.729], [-4.345, 1.866, -0.034], [-0.057, -4.864, -3.110], [-3.430, 1.575, -0.348], [3.085, 6.821, -1.411], [-0.638, -4.918, -2.190], [0.568, -0.535, 0.533], [-5.540, 3.671, 0.455], [-1.972, 0.331, -2.361], [1.183, 1.634, -0.183], [1.772, 2.102, 3.493], [5.891, -0.071, -0.404], [-1.739, -3.709, -1.120], [1.645, 4.397, 0.734], [3.432, -0.562, -1.929], [-3.813, -3.950, 2.598], [2.801, 5.821, -1.083], [2.148, 5.395, -1.846], [-3.292, -3.885, 0.158], [-1.766, -5.942, -2.399], [-2.197, -0.889, -1.891], [-0.614, 0.100, 4.059], [-1.117, 2.414, 4.370], [0.630, -1.129, -0.732], [1.384, -0.804, 1.204], [3.925, -1.469, -0.482], [0.228, 0.652, 3.990], [5.846, 1.141, -2.807], [2.311, 3.571, 0.485], [-2.409, -5.763, -1.537], [-2.889, 3.564, -1.047], [-0.667, 0.550, -2.419], [-4.846, -4.154, 2.314], [-3.374, -2.347, 1.292], [-3.471, -4.939, 2.904], [-1.189, -3.597, -1.899], [-3.920, -3.269, 3.442], [-2.399, -5.702, -3.253], [5.888, 0.280, -2.385], [-0.019, 1.953, 4.131], [0.346, -5.307, -0.993], [-4.224, -3.896, -0.070], [-2.813, 1.153, -2.662], [1.601, 4.443, 1.822], [-4.604, 3.128, 0.001], [3.017, 6.198, 0.943], [3.998, 1.853, -1.801], [2.235, 5.719, 0.354], [-1.007, -3.054, 0.691], [1.412, -1.674, -0.843], [-1.417, -1.509, -1.728], [4.509, 1.599, -0.872], [-0.535, 1.319, -0.051], [0.669, 4.107, 0.345], [-3.113, -1.273, -1.712], [-1.226, -2.837, 2.510], [0.296, 1.340, 1.349]]}

=====

{"formula": "C4H11FN3", "method": "ωB97M-V/def2-TZVPD", "total_charge": 1, "multiplicity": 1, "total_energy_ev": -11504.8421, "relative_energy_kcal_mol": 78.3, "e_homo_ev": [-13.42, -13.42], "species": ["C", "C", "H", "N", "F", "H", "H", "H", "H", "H", "H", "H", "H", "H", "N", "C", "C", "H", "N"], "coordinates": [[2.456, 0.414, -0.469], [0.004, 0.473, -0.506], [0.994, -1.642, 0.910], [-2.211, -1.729, 0.787], [-0.321, -0.511, 2.067], [-2.272, -1.354, 1.704], [2.685, -0.517, 0.072], [2.372, 0.143, -1.502], [-1.898, 1.315, -0.872], [-0.726, 2.056, 0.469], [1.022, 1.339, 0.731], [3.252, 1.208, -0.317], [-1.729, 0.567, 0.759], [-2.963, -2.020, 0.192], [-0.964, -2.097, 0.470], [-0.028, -1.339, 0.947], [-1.194, 1.129, -0.011], [0.098, -0.245, -1.353], [1.154, 0.936, -0.137]]}

=====

{"formula": "C19H45N7O26", "method": "ωB97M-V/def2-TZVPD", "smiles": "C[N+](=O)[O-].C[N+](=O)[O-].C[N+](=O)[O-].C[N+](=O)[O-].C[N+](=O)[O-].C[N+](=O)[O-].C[N+](=O)[O-].COC(=O)OC.COC(=O)OC.COC(=O)OC.COC(=O)OC", "total_charge": 0, "multiplicity": 1, "total_energy_ev": -84077.8347, "relative_energy_kcal_mol": 20.2, "e_homo_ev": -10.34, "species": ["C", "H", "H", "H", "N", "O", "C", "O", "O", "H", "H", "O", "H", "C", "H", "C", "O", "H", "O", "H", "O", "O", "O", "O", "H", "N", "N", "H", "O", "H", "O", "N", "H", "O", "O", "H", "H", "O", "C", "H", "H", "H", "H", "H", "C", "H", "H", "C", "C", "C", "N", "O", "H", "H", "C", "H", "N", "C", "O", "H", "O", "H", "C", "N", "C", "H", "C", "O", "H", "H", "H", "H", "O", "O", "H", "C", "C", "H", "H", "H", "C", "H", "C", "O", "O", "H", "H", "H", "C", "H", "H", "H", "O", "H", "H", "O", "O"], "coordinates": [[-3.474, 1.386, -4.348], [-3.136, 1.082, -5.336], [1.348, -0.723, 2.567], [2.238, -2.559, -5.364], [1.851, -0.642, 6.015], [-1.893, -0.808, -0.043], [-5.145, -0.331, -4.119], [-1.053, 1.203, 0.357], [-5.676, -1.177, -3.475], [-3.918, -3.741, -5.274], [1.824, -5.668, 0.573], [0.956, 4.223, 6.042], [-0.096, 3.902, 1.201], [0.799, -1.026, -3.675], [-1.031, 3.732, -0.317], [-0.229, 4.256, 0.187], [-0.167, -3.992, 0.748], [-1.728, 0.016, -1.900], [2.656, -1.513, 5.778], [3.668, -0.427, -0.720], [1.339, -2.970, 1.879], [-3.875, -3.800, -2.055], [2.985, 4.458, -1.096], [0.668, -2.327, -3.535], [0.172, -2.570, -1.548], [3.968, -2.490, -0.900], [-4.154, -0.289, 2.926], [1.568, 0.664, 7.545], [0.688, -0.678, 5.708], [-6.543, -0.482, -6.917], [4.565, 1.246, 5.067], [0.984, 3.727, 4.937], [-3.165, 0.516, -0.957], [-3.779, -0.749, 3.989], [0.630, 2.599, 4.670], [0.854, 0.900, 1.909], [5.025, 4.260, -1.357], [-5.156, -4.819, -3.421], [1.651, -5.213, 1.547], [5.042, 0.867, 2.163], [4.476, 4.704, 0.311], [-7.446, 0.413, -5.565], [3.636, -1.360, 0.792], [-2.473, -3.817, -4.154], [-3.732, 1.096, 2.584], [2.609, -5.048, 2.022], [-4.249, 2.147, -4.509], [2.307, 0.578, 6.754], [-0.215, -2.854, -2.524], [3.294, -1.325, -0.235], [-4.257, -4.049, -3.166], [1.775, -0.723, -4.556], [0.127, 0.209, 3.359], [-1.207, -2.428, -2.662], [2.038, 4.735, -0.222], [3.328, -2.081, -4.066], [4.071, 0.974, 3.996], [-3.497, -3.486, -4.312], [0.176, -0.177, -3.113], [-3.203, -1.004, -1.716], [-4.949, -0.858, 2.206], [3.324, 0.491, 7.110], [0.537, -0.031, 2.379], [0.870, -3.971, 1.359], [2.740, -1.704, -4.901], [-4.320, 1.800, 3.160], [4.316, 4.825, -0.758], [4.819, -2.328, -1.742], [-2.670, 1.139, 2.818], [2.602, 4.544, 4.010], [-3.802, 1.253, 1.512], [-0.542, 5.300, 0.253], [-5.468, 0.111, -5.325], [0.966, 4.054, -0.550], [3.387, -1.288, -5.668], [-1.102, 0.020, 0.608], [1.527, 4.562, 3.841], [4.306, -0.692, 2.836], [2.229, -1.454, -0.389], [1.287, 4.163, 2.866], [-2.515, -0.321, -1.227], [4.473, 5.872, -1.026], [-6.735, -0.352, -5.853], [2.135, 5.475, 0.728], [-4.083, 0.322, -3.626], [1.134, 5.573, 3.872], [-3.471, -2.411, -4.145], [-7.024, -1.359, -5.555], [4.873, 0.218, 3.018], [1.051, -5.929, 2.105], [5.862, -0.047, 3.382], [-0.188, -3.920, -2.715], [2.981, 1.349, 3.637], [-2.743, 1.906, -3.737], [2.242, 1.333, 5.976], [-0.465, -0.617, 1.548], [3.595, -3.570, -0.475]]}

=====

{"formula": "C5H3NO", "method": "ωB97M-V/def2-TZVPD", "total_charge": 0, "multiplicity": 1, "total_energy_ev": -8765.4386, "relative_energy_kcal_mol": 105.3, "e_homo_ev": -9.10, "species": ["C", "C", "H", "N", "C", "C", "H", "O", "C", "H"], "coordinates": [[-0.404, -0.652, 0.685], [1.477, -0.070, -0.253], [-0.756, -1.607, 1.086], [-2.524, 1.317, 1.092], [-0.739, -0.236, -0.640], [-1.707, 0.613, 0.676], [2.557, 0.071, -0.273], [0.943, -0.350, 0.930], [0.503, 0.160, -1.202], [0.650, 0.755, -2.101]]}

=====

{"formula": "C5H7N3", "method": "ωB97M-V/def2-TZVPD", "smiles": "CC(CC#N)=[N+]=C=[NH2+]", "total_charge": 2, "multiplicity": 1, "total_energy_ev": -9745.4335, "relative_energy_kcal_mol": 45.1, "e_homo_ev": -20.89, "species": ["H", "N", "C", "H", "C", "H", "H", "N", "H", "H", "C", "C", "N", "H", "C"], "coordinates": [[-2.463, -2.717, 0.087], [-2.405, -1.630, 0.177], [-1.000, 1.598, -0.123], [2.945, 0.556, 0.292], [0.520, 1.454, -0.030], [0.753, 2.223, 0.825], [2.392, -1.022, 0.864], [-2.123, 1.683, -0.066], [-3.358, -1.102, -0.042], [0.590, 1.928, -1.100], [0.871, 0.081, 0.063], [2.266, -0.362, 0.013], [-0.191, -0.786, -0.088], [2.537, -0.871, -0.920], [-1.333, -1.033, 0.048]]}

=====

{"formula": "C3H9N3O2", "method": "ωB97M-V/def2-TZVPD", "total_charge": 0, "multiplicity": 1, "total_energy_ev": -11817.4649, "relative_energy_kcal_mol": 152.1, "e_homo_ev": [-9.46, -9.46], "species": ["N", "H", "C", "H", "N", "H", "O", "H", "H", "H", "C", "H", "H", "O", "H", "C", "N"], "coordinates": [[-0.075, 0.551, -0.256], [2.385, 0.359, -0.972], [2.175, 0.015, 0.039], [1.271, -2.151, -1.432], [-2.379, 1.051, -0.491], [-0.974, 0.607, 2.321], [0.473, -1.671, -1.185], [-2.038, 1.299, -1.421], [-2.677, 0.263, 1.911], [2.542, 0.749, 0.764], [-1.642, 0.098, 1.625], [-1.411, -0.967, 1.670], [2.673, -0.932, 0.227], [0.082, 0.699, -1.604], [0.286, -0.403, -1.777], [-1.456, 0.603, 0.233], [0.766, -0.172, 0.348]]}

=====

Copy entry 2 word for word.
{"formula": "C4H11FN3", "method": "ωB97M-V/def2-TZVPD", "total_charge": 1, "multiplicity": 1, "total_energy_ev": -11504.8421, "relative_energy_kcal_mol": 78.3, "e_homo_ev": [-13.42, -13.42], "species": ["C", "C", "H", "N", "F", "H", "H", "H", "H", "H", "H", "H", "H", "H", "N", "C", "C", "H", "N"], "coordinates": [[2.456, 0.414, -0.469], [0.004, 0.473, -0.506], [0.994, -1.642, 0.910], [-2.211, -1.729, 0.787], [-0.321, -0.511, 2.067], [-2.272, -1.354, 1.704], [2.685, -0.517, 0.072], [2.372, 0.143, -1.502], [-1.898, 1.315, -0.872], [-0.726, 2.056, 0.469], [1.022, 1.339, 0.731], [3.252, 1.208, -0.317], [-1.729, 0.567, 0.759], [-2.963, -2.020, 0.192], [-0.964, -2.097, 0.470], [-0.028, -1.339, 0.947], [-1.194, 1.129, -0.011], [0.098, -0.245, -1.353], [1.154, 0.936, -0.137]]}

=====

Please write out number 4 again, unchanged.
{"formula": "C5H3NO", "method": "ωB97M-V/def2-TZVPD", "total_charge": 0, "multiplicity": 1, "total_energy_ev": -8765.4386, "relative_energy_kcal_mol": 105.3, "e_homo_ev": -9.10, "species": ["C", "C", "H", "N", "C", "C", "H", "O", "C", "H"], "coordinates": [[-0.404, -0.652, 0.685], [1.477, -0.070, -0.253], [-0.756, -1.607, 1.086], [-2.524, 1.317, 1.092], [-0.739, -0.236, -0.640], [-1.707, 0.613, 0.676], [2.557, 0.071, -0.273], [0.943, -0.350, 0.930], [0.503, 0.160, -1.202], [0.650, 0.755, -2.101]]}